Entry 1:
DFT (the ωB97M-V functional and the def2-TZVPD basis) results for a cluster of 5 separate species, C26H47NO10PS4 in total at a distorted geometry.

Values from the calculation:
* gap between HOMO and LUMO: 0.25380 hartree
* calculated total energy: -102311.817 eV
* E_LUMO: -4.4802 eV

```
! RIJCOSX wB97M-V def2-TZVPD def2/J DEFGRID3
* xyz 1 1
C 0.99526 -6.16406 2.41415
C 0.18820 -5.18904 1.48033
P -0.31534 -3.74000 2.50650
C -0.15448 -2.14647 1.52389
C -1.46262 -1.31561 1.58158
C -2.12816 -3.84586 2.91187
C -3.07635 -4.30026 2.02305
C -4.39611 -4.29150 2.43833
C -5.47069 -4.76634 1.48312
O -6.63109 -4.53505 1.74870
O -5.04964 -5.38380 0.36936
C -4.74390 -3.82418 3.69703
C -3.75374 -3.41605 4.51834
N -2.47564 -3.42642 4.11938
H 2.01831 -5.78274 2.47802
H 0.95288 -7.19591 2.06757
H 0.57296 -6.05126 3.41870
H -0.65380 -5.77722 1.09051
H 0.83704 -4.91619 0.64408
H 0.05451 -2.35722 0.47226
H 0.60671 -1.54199 2.02156
H -1.79888 -1.12844 2.60910
H -1.29061 -0.33140 1.13138
H -2.27920 -1.78089 1.01900
H -2.80271 -4.63587 1.03133
H -5.68430 -6.06878 0.11372
H -5.78509 -3.79548 3.99391
H -3.96086 -3.03149 5.51117
H -1.73180 -3.09419 4.73071
C 4.63004 0.37096 4.45056
C 3.89206 -0.28920 5.62264
C 2.51028 -0.71447 5.10875
S 2.70710 -1.01593 3.34808
O 1.92316 -0.04044 2.62287
O 2.58063 -2.43338 3.08717
C 4.42208 -0.55183 3.25407
H 5.68791 0.51164 4.66477
H 4.19380 1.35139 4.24582
H 4.44831 -1.16811 5.95508
H 3.80343 0.38251 6.47553
H 2.15938 -1.62515 5.58992
H 1.77385 0.07851 5.23277
H 4.61169 -0.07454 2.29608
H 5.01833 -1.45961 3.34869
C 4.14161 -1.93170 -2.01121
C 2.83193 -1.14837 -2.17238
C 2.91666 0.08522 -1.26438
S 4.66097 0.47900 -1.12493
O 5.07006 0.27830 0.24765
O 4.93655 1.70751 -1.82416
C 5.25782 -0.89725 -2.10040
H 4.25078 -2.70245 -2.77371
H 4.16160 -2.41907 -1.03275
H 2.72270 -0.83330 -3.21256
H 1.96385 -1.75837 -1.92308
H 2.39516 0.92998 -1.68345
H 2.53835 -0.12376 -0.26481
H 6.20653 -1.24875 -1.70053
H 5.38954 -0.54429 -3.12295
C -0.07797 5.22898 -1.91243
C -0.53029 5.02421 -0.46140
C -1.09047 3.60115 -0.35442
S -0.23978 2.63459 -1.60439
O -1.20130 2.20718 -2.59550
O 0.65019 1.69097 -0.96061
C 0.71906 3.98024 -2.27913
H 0.52143 6.13122 -2.02527
H -0.95373 5.31933 -2.56642
H 0.32609 5.13415 0.20876
H -1.27484 5.76123 -0.16327
H -0.90433 3.16204 0.62350
H -2.15594 3.57112 -0.57773
H 0.83852 3.84312 -3.35212
H 1.69377 3.97154 -1.78880
C -4.02182 3.51989 -5.88402
C -3.08527 4.24579 -6.85752
C -2.98341 5.70434 -6.39492
S -3.26199 5.68653 -4.62154
O -4.48451 6.39072 -4.33681
O -2.02608 6.00605 -3.93799
C -3.56807 3.93023 -4.48677
H -3.98222 2.43929 -6.01397
H -5.05184 3.84303 -6.05269
H -2.09789 3.77982 -6.82738
H -3.44386 4.18494 -7.88417
H -2.00272 6.12825 -6.59767
H -3.75538 6.32452 -6.84683
H -4.31485 3.74694 -3.71732
H -2.62753 3.44720 -4.21895
*
```

Löwdin atomic charge list, values in e, 5 entries: C -0.16; C -0.39; P 1.06; C -0.36; C -0.14

Entry 2:
DFT (the ωB97M-V functional and the def2-TZVPD basis) results for a cluster of 2 separate species, CH3O3P in total at a distorted geometry.

Values from the calculation:
* gap between HOMO and LUMO (spin up / spin down): 0.37898 / 0.23994 hartree
* calculated total energy: -16510.986 eV
* E_LUMO (spin up / spin down): -0.6344 / -1.0373 eV

```
! RIJCOSX wB97M-V def2-TZVPD def2/J DEFGRID3
* xyz 0 1
C -1.90619 0.33827 -0.60189
O 0.45653 4.25499 0.28033
O -0.71182 0.66884 -1.29004
O -0.13695 -0.37577 -1.86444
P -0.63671 3.61337 -0.38837
H -2.61822 0.07399 -1.42524
H -2.04795 1.28281 0.02017
H -1.72129 -0.40790 0.03043
*
```

natural (NBO) atomic charge list, values in e, 5 entries: C -0.28; O -0.95; O -0.17; O -0.15; P 0.96

Entry 3:
DFT (the ωB97M-V functional and the def2-TZVPD basis) results for a cluster of 2 separate species, C7H12O in total at a distorted geometry.

Values from the calculation:
* gap between HOMO and LUMO: 0.33381 hartree
* calculated total energy: -9498.346 eV
* E_LUMO: 0.7433 eV
* SMILES string: C=C/C=C/C=C/C.O

```
! RIJCOSX wB97M-V def2-TZVPD def2/J DEFGRID3
* xyz 0 1
C 2.04425 0.65722 -0.61960
C 2.53746 0.56994 -1.85243
C 0.58017 -0.58413 0.88525
C 0.78567 -0.09754 -0.33867
C -3.07361 -1.71630 0.91506
C -1.80060 -1.02831 0.62468
C -0.67584 -1.26440 1.30568
H 2.35576 1.38060 0.12425
H 2.19950 -0.15031 -2.59717
H 3.36637 1.17824 -2.21911
H 1.21541 -0.36805 1.74520
H 0.06884 -0.09212 -1.14087
H -3.98068 -1.09784 0.70518
H -3.37244 -2.51657 0.22174
H -3.21741 -1.93879 1.97317
H -1.96434 -0.07229 0.15693
H -0.54699 -2.09326 1.99823
H -0.40923 2.48740 -0.02217
H -0.26906 2.64662 -1.46474
O 0.27731 2.72202 -0.65815
*
```

natural (NBO) atomic charge list, values in e, 5 entries: C -0.19; C -0.40; C -0.22; C -0.20; C -0.66

Entry 4:
DFT (the ωB97M-V functional and the def2-TZVPD basis) results for a structure of composition C46H44BrN6O8PdSTe at a distorted geometry.

Values from the calculation:
* gap between HOMO and LUMO (spin up / spin down): 0.22114 / 0.20780 hartree
* calculated total energy: -165378.136 eV
* E_LUMO (spin up / spin down): -0.8739 / -2.8011 eV
* <S²>: 8.78

```
! RIJCOSX wB97M-V def2-TZVPD def2/J DEFGRID3
* xyz 0 6
Pd 0.98313 -0.28069 -2.52183
C 0.55200 -5.52152 0.40403
C 1.28582 -4.37695 0.32868
C 1.05220 -3.39977 -0.65564
C 0.04134 -3.54576 -1.58048
C -0.63702 -4.77358 -1.64684
C -0.34697 -5.74496 -0.66101
N -0.13273 -2.46070 -2.49672
N -0.73883 -2.87763 -3.55368
C -0.96936 -1.85466 -4.56126
C -1.98392 -2.13346 -5.51517
C -1.88713 -1.47500 -6.76073
C -0.97601 -0.40184 -6.83495
C -0.21343 -0.02328 -5.75340
N -0.23832 -0.76511 -4.62772
H 0.70371 -6.31372 1.11095
H 2.05065 -4.20849 1.05944
H 1.59415 -2.49078 -0.73179
H -1.39794 -5.08925 -2.37101
H -0.93141 -6.66653 -0.61049
H -2.68897 -2.90328 -5.22439
H -2.59274 -1.67620 -7.50956
H -0.90514 0.29779 -7.65646
H 0.27196 0.94364 -5.73714
C 4.74709 -1.36239 -0.77749
O 3.40516 -0.76544 -1.05966
C 2.78037 -1.21022 -2.17518
O 3.23418 -2.06923 -2.86562
H 4.91270 -0.95455 0.18228
H 5.48506 -1.06119 -1.46189
H 4.70848 -2.45083 -0.65605
O 3.95739 1.34961 -3.28919
C 2.97597 2.09124 -3.21393
N 1.67135 1.76803 -2.89630
S 0.63608 2.96719 -3.15668
O -0.03482 2.79311 -4.43515
O -0.21220 3.27028 -2.02396
C 1.91827 4.14714 -3.21846
C 1.75102 5.49958 -3.13458
C 2.91504 6.24932 -3.20347
C 4.19187 5.66446 -3.25736
C 4.32535 4.30411 -3.32879
C 3.14053 3.55875 -3.26943
H 0.75899 5.96332 -2.95562
H 2.77571 7.32961 -2.99846
H 5.03613 6.31702 -3.22105
H 5.32166 3.89431 -3.25407
Br -7.74107 -0.07637 -2.94954
C -7.52135 -0.89304 -1.25540
C -8.34172 -0.61934 -0.18735
N -8.12696 -1.28921 0.96807
C -6.95244 -1.93270 1.09851
C -6.08397 -2.18849 0.07797
C -6.46626 -1.74227 -1.16912
C -5.02230 -3.12084 0.21774
O -4.69147 -3.88065 -0.69923
O -4.37560 -3.36877 1.25112
H -9.14481 0.13298 -0.11951
H -6.64702 -2.42516 2.02940
H -5.83574 -1.90045 -2.02453
C -1.71642 1.23524 -0.15432
C -1.00396 -0.11414 -0.29067
O -1.75569 -1.11170 -0.31326
N 0.32700 -0.16846 -0.32085
Te 1.64598 -0.15658 1.95281
C 1.07872 -1.07646 3.75890
C 0.11287 -2.08644 3.74780
C -0.57542 -2.45063 2.49501
C -0.04701 -2.80270 4.94916
C 0.70085 -2.51628 6.11669
C 0.43288 -3.11222 7.45216
C 1.70069 -1.53699 6.03184
C 1.95768 -0.83643 4.86727
C 3.08775 0.15757 4.77789
C 1.12059 1.88398 1.96473
C -0.03185 2.37087 2.62897
C -0.96150 1.50990 3.49451
C -0.31476 3.69512 2.43983
C 0.45534 4.55668 1.61745
C 0.00639 5.99200 1.51841
C 1.59032 4.05987 1.05924
C 1.93932 2.71025 1.18098
C 3.07879 2.16217 0.40884
H -1.98470 1.42352 0.89110
H -2.62607 1.11440 -0.73163
H -1.10722 2.08970 -0.48456
H 0.02542 -2.27655 1.64689
H -1.54086 -1.89564 2.37491
H -0.94267 -3.48489 2.42757
H -0.83522 -3.51469 4.96577
H 1.31362 -3.02026 8.14440
H 0.19655 -4.15970 7.44835
H -0.53793 -2.74794 7.81780
H 2.27044 -1.25543 6.90532
H 3.68968 0.21909 5.66747
H 2.64732 1.09942 4.51600
H 3.78808 -0.13282 3.99513
H -1.54801 0.78288 2.85679
H -1.64717 2.16876 3.97981
H -0.42848 0.91283 4.19263
H -1.13458 4.09142 3.02250
H -0.01867 6.43901 2.49905
H -1.05091 6.11066 1.14920
H 0.63557 6.55495 0.83232
H 2.28920 4.68159 0.47101
H 3.64009 2.97443 -0.11908
H 2.87336 1.46470 -0.35760
H 3.85887 1.74877 1.04461
*
```

Löwdin atomic charge list, values in e, 5 entries: Pd 0.92; C -0.08; C -0.08; C -0.03; C -0.25

Entry 5:
DFT (the ωB97M-V functional and the def2-TZVPD basis) results for a structure of composition C3H4O2 at a distorted geometry.

Values from the calculation:
* gap between HOMO and LUMO: 0.35441 hartree
* calculated total energy: -7264.007 eV
* E_LUMO: 0.5631 eV

```
! RIJCOSX wB97M-V def2-TZVPD def2/J DEFGRID3
* xyz 0 1
C 1.66542 -0.10079 0.15690
C 3.35218 -0.54241 0.02013
C -0.17925 -0.01002 -0.43715
O 2.79911 0.62534 -0.13842
O -1.07630 0.74318 0.25320
H 1.42380 -0.07724 1.25389
H -0.29315 -1.07271 -0.42332
H -0.08761 0.40584 -1.42661
H -1.56048 0.24548 0.90350
*
```

natural (NBO) atomic charge list, values in e, 5 entries: C -0.20; C 0.38; C 0.01; O -0.48; O -0.68

Entry 6:
DFT (the ωB97M-V functional and the def2-TZVPD basis) results for the molecule C5H9NO at a distorted geometry.

Values from the calculation:
* gap between HOMO and LUMO: 0.37809 hartree
* calculated total energy: -8866.556 eV
* E_LUMO: 0.9966 eV
* SMILES string: CC(=O)[C@@H]1CN1C

```
! RIJCOSX wB97M-V def2-TZVPD def2/J DEFGRID3
* xyz 0 1
C 1.47933 -0.01409 -1.87277
N 0.87518 0.16563 -0.55690
C 0.83761 -0.80857 0.51753
C -0.36600 -0.50115 -0.31594
C -1.44397 -0.11588 0.62270
O -2.20949 -1.00238 0.94420
C -1.40603 1.23308 1.27604
H 2.37601 0.60875 -1.96179
H 0.75669 0.34312 -2.61428
H 1.74255 -1.05326 -2.11819
H 0.95856 -1.88773 0.51078
H 0.95996 -0.33827 1.49271
H -0.62458 -1.31961 -0.98941
H -1.85707 1.15739 2.26679
H -0.38376 1.61720 1.33326
H -1.98822 1.92458 0.65988
*
```

natural (NBO) atomic charge list, values in e, 5 entries: C -0.41; N -0.39; C -0.24; C -0.18; C 0.58

Entry 7:
DFT (the ωB97M-V functional and the def2-TZVPD basis) results for a cluster of 2 separate species, C10H15NO2 in total at a distorted geometry.

Values from the calculation:
* gap between HOMO and LUMO: 0.34455 hartree
* calculated total energy: -16198.156 eV
* E_LUMO: 0.7291 eV
* SMILES string: Cc1ccc(O)cc1.CCC(N)=O

```
! RIJCOSX wB97M-V def2-TZVPD def2/J DEFGRID3
* xyz 0 1
C -0.12050 2.55799 -0.88404
C -0.34917 2.15965 0.57341
C -1.36072 2.44086 -1.75005
O -2.30394 3.19069 -1.64803
N -1.28550 1.50563 -2.75358
H 0.11369 3.63402 -0.88545
H 0.78647 2.27931 -1.43330
H -0.04703 1.12343 0.76951
H -1.42983 2.03485 0.69842
H -2.04332 1.58983 -3.41790
H -0.84282 0.61324 -2.62364
H 0.04414 2.85186 1.29454
C 2.17530 0.36529 2.34552
C 1.01683 -1.85229 2.17660
C 1.55022 -0.75051 1.54813
C 0.16388 -2.74443 1.49548
C 1.30892 -0.59367 0.16998
C -0.06159 -2.51212 0.16713
C 0.59083 -1.50812 -0.56413
O -0.82001 -3.35881 -0.61390
H 1.24574 -2.07694 3.21161
H -0.13851 -3.63357 2.03065
H 2.61779 -0.04250 3.25360
H 1.47252 1.15166 2.61597
H 1.64469 0.37161 -0.19183
H 0.58107 -1.56052 -1.63719
H -1.40801 -3.89452 -0.06335
H 2.95117 0.77991 1.69674
*
```

natural (NBO) atomic charge list, values in e, 5 entries: C -0.53; C -0.62; C 0.68; O -0.60; N -0.84

Entry 8:
DFT (the ωB97M-V functional and the def2-TZVPD basis) results for the molecule C3ClF2N at a distorted geometry.

Values from the calculation:
* gap between HOMO and LUMO: 0.35566 hartree
* calculated total energy: -22555.989 eV
* E_LUMO: -0.5021 eV
* SMILES string: N#CC(Cl)=C(F)F

```
! RIJCOSX wB97M-V def2-TZVPD def2/J DEFGRID3
* xyz 0 1
C -0.84229 -0.67438 -0.01804
C 0.29595 0.10132 0.28204
C 1.56861 -0.48256 0.23116
N 2.63617 -0.77075 -0.21442
F -0.73064 -2.05780 -0.02858
F -2.02110 -0.07256 -0.05545
Cl 0.01052 1.81778 -0.04199
*
```

natural (NBO) atomic charge list, values in e, 5 entries: C 0.81; C -0.30; C 0.21; N -0.22; F -0.29

Computed values of relative energy (zero: lowest compared OMol25 entry of this formula, charge and spin) (unit: kcal/mol) for the preceding records, in sequence: 0.00 161.69 57.01 10.37 154.03 61.26 21.59 23.49.